{
  "formula": "C27H41Cl2IN2O8P2S2",
  "method": "ωB97M-V/def2-TZVPD",
  "symbols": ["C", "C", "O", "C", "C", "O", "C", "C", "C", "P", "O", "O", "S", "C", "C", "O", "C", "C", "S", "C", "C", "C", "C", "I", "C", "C", "P", "O", "O", "O", "C", "N", "C", "Cl", "C", "C", "Cl", "H", "H", "H", "H", "H", "H", "H", "H", "H", "H", "H", "H", "H", "H", "H", "H", "H", "H", "H", "H", "H", "H", "H", "H", "H", "H", "C", "C", "N", "C", "C", "C", "C", "H", "H", "H", "H", "H", "H", "H", "H", "H", "H", "H", "H", "H", "H", "H"],
  "coordinates": [[0.3837, -6.7804, 1.0598], [0.8310, -5.7736, -0.0903], [-0.1154, -4.7035, -0.1844], [0.2191, -3.6211, 0.7084], [1.2793, -2.7295, -0.0346], [1.6867, -1.5487, 0.6726], [0.5846, -0.7364, 1.1053], [-0.4869, -0.4488, 0.0081], [-0.0760, -0.0378, -1.3293], [1.6682, 0.2183, -1.9001], [2.2915, -1.0574, -2.7662], [2.6823, 0.6964, -0.6514], [1.6222, 1.7453, -3.1359], [-1.1234, 0.2344, -2.3242], [-2.5346, 0.1154, -2.0076], [-3.4359, 0.3971, -3.0287], [-2.9971, -0.2907, -0.6543], [-1.9147, -0.5593, 0.3097], [-2.4712, -1.0202, 1.9904], [-3.9550, 0.0362, 2.1514], [-4.2653, 0.6354, 3.4371], [-5.4420, 1.4797, 3.5247], [-6.2910, 1.6630, 2.3436], [-8.0267, 2.9261, 2.6713], [-5.9879, 1.0609, 1.0345], [-6.9371, 1.3180, -0.1648], [-6.1148, 1.8884, -1.7235], [-6.7893, 3.0727, -2.3529], [-4.5637, 2.3477, -1.3828], [-6.2412, 0.6188, -2.7863], [-4.7688, 0.2196, 0.9324], [-4.4225, -0.3543, -0.3640], [-5.0463, -1.6830, -0.6256], [-5.7062, -2.4904, 0.8968], [-4.1794, -2.7057, -1.4442], [-5.1906, -3.8068, -1.9935], [-3.0019, -3.6491, -0.4001], [1.0579, -7.6724, 0.9852], [0.5660, -6.2752, 2.0425], [-0.6910, -7.0259, 0.8836], [1.8738, -5.4468, 0.1620], [0.8887, -6.3199, -1.0725], [-0.7585, -3.0941, 0.9007], [0.5840, -3.9984, 1.7104], [0.9317, -2.5335, -1.0886], [2.2115, -3.3549, -0.1479], [1.0022, 0.2469, 1.4692], [0.1618, -1.2261, 2.0299], [2.5909, -0.6542, -3.6104], [3.5831, 0.5049, -0.9911], [-0.8298, 0.5429, -3.3594], [-3.2872, 1.2945, -3.3702], [-3.6026, 0.4737, 4.3196], [-5.6931, 1.9772, 4.4840], [-7.4307, 0.3253, -0.3933], [-7.7680, 2.0342, 0.0364], [-4.2743, 3.0816, -1.9527], [-5.8518, 0.8368, -3.6501], [-5.9662, -1.4867, -1.2478], [-3.6925, -2.2827, -2.3562], [-5.8591, -3.3151, -2.7551], [-4.6445, -4.6194, -2.5508], [-5.8203, -4.2545, -1.1897], [9.2758, 3.1012, 0.9181], [7.8668, 2.6813, 1.3158], [6.9728, 3.7996, 1.5740], [5.7248, 3.4029, 2.2136], [4.7747, 2.5016, 1.4225], [6.8414, 4.7757, 0.5012], [6.3542, 4.2770, -0.8617], [9.7173, 3.7604, 1.6687], [9.9133, 2.2185, 0.8309], [9.2943, 3.6105, -0.0475], [7.9557, 2.0882, 2.2315], [7.4679, 2.0073, 0.5444], [5.1802, 4.2998, 2.5264], [5.9759, 2.8902, 3.1489], [4.2481, 3.0535, 0.6442], [4.0113, 2.0967, 2.0933], [5.2886, 1.6539, 0.9651], [7.8130, 5.2584, 0.3576], [6.1876, 5.5887, 0.8329], [6.8363, 3.3453, -1.1646], [6.5798, 5.0244, -1.6274], [5.2744, 4.1298, -0.8774]],
  "lowdin_charge": [-0.074, -0.266, -0.220, -0.191, -0.173, -0.169, -0.184, -0.165, -0.224, 0.359, -0.241, -0.239, 0.264, -0.012, -0.206, -0.010, -0.145, -0.338, 0.972, -0.408, -0.078, -0.137, -0.571, 0.844, -0.203, -0.188, 0.560, -0.324, -0.153, -0.171, -0.225, -0.058, -0.586, 0.647, -0.640, -0.155, 0.667, 0.076, 0.067, 0.080, 0.110, 0.125, 0.058, 0.139, 0.119, 0.132, 0.142, 0.098, 0.052, 0.081, 0.086, 0.112, 0.110, 0.088, 0.115, 0.033, 0.094, 0.077, 0.102, 0.115, 0.086, 0.082, 0.058, -0.093, -0.277, -0.197, -0.249, -0.096, -0.249, -0.085, 0.079, 0.072, 0.064, 0.117, 0.097, 0.113, 0.109, 0.055, 0.073, 0.062, 0.100, 0.115, 0.066, 0.073, 0.055],
  "homo_ev": -8.102,
  "lumo_ev": -0.3954,
  "smiles": "CCOCCOCc1c(P(O)(O)=S)cc(O)c2c1Sc1ccc(I)c(CP(=O)(O)O)c1N2[C@H](Cl)[C@H](C)Cl.CCN(CC)CC",
  "orbital_gap_ev": 7.7,
  "multiplicity": 1
}